Entry A
This record from the Open Molecules 2025 dataset describes a molecular structure, C35H56InN2O5SbSe3. The level of theory is ωB97M-V with the def2-TZVPD basis set.

Each line ends with the Mulliken charge.
Positions of all 103 atoms, in Å:
H (2.225, -2.605, -3.055)  0.573
H (1.723, -2.488, -5.617)  0.351
H (3.166, -4.341, 1.439)  0.431
C (-0.083, 1.867, 1.105)  -1.280
H (3.426, -2.606, 0.962)  0.179
H (3.473, -3.071, 2.652)  0.526
C (2.382, 1.901, 1.239)  -0.849
H (2.819, 4.437, -0.552)  0.079
O (-1.500, -3.047, -4.300)  -0.671
C (-2.662, -4.009, -1.822)  -1.726
Se (-2.967, -0.608, -0.493)  -0.206
H (1.449, -0.767, -5.430)  0.210
H (1.438, -5.958, 5.314)  0.407
H (4.780, 5.332, 1.879)  0.380
C (3.575, 2.422, -2.978)  -0.896
O (1.041, -2.211, 0.946)  -0.151
H (-5.944, -4.425, -3.433)  0.348
H (3.392, 4.306, 3.557)  0.452
H (3.629, 1.915, 2.922)  0.606
C (-1.043, 4.729, -0.890)  -1.046
C (0.859, -5.282, 4.684)  -1.067
C (2.985, -3.267, 1.707)  -2.031
C (0.895, 3.525, -0.059)  0.535
N (1.093, 2.387, 0.733)  1.392
H (-3.044, 3.727, 4.130)  0.423
H (-2.669, -1.381, -4.127)  0.716
C (-2.579, -5.939, 5.809)  -0.804
H (-3.259, -4.252, -0.957)  0.547
C (-3.264, -2.823, -2.613)  2.374
C (-0.969, 4.073, 3.613)  -0.671
H (-0.975, -3.628, -3.712)  0.337
C (0.340, 1.044, -2.652)  0.461
H (2.511, -4.754, 3.557)  0.404
H (-0.205, 3.714, 2.915)  -0.191
H (4.383, 0.382, -3.365)  0.458
H (-1.181, 1.340, -4.209)  0.357
Sb (2.041, -0.158, -2.164)  0.318
C (1.742, 4.458, -0.648)  -0.256
O (-1.153, -5.939, 5.797)  -0.446
C (1.451, -4.587, 3.675)  -1.152
C (-0.624, -3.508, 3.038)  0.609
C (-2.478, 2.555, 0.934)  -1.474
C (-0.478, 3.678, -0.164)  0.707
H (1.980, 2.423, 3.264)  0.108
C (-2.290, 3.341, 3.424)  -0.357
H (4.292, 4.205, 0.654)  0.229
C (-0.568, -5.152, 4.831)  1.087
H (5.254, 3.643, 1.994)  0.362
C (-1.271, -4.310, 4.036)  -0.574
C (-4.313, -3.388, -3.575)  -1.626
O (-1.401, -2.728, 2.375)  -0.936
H (1.813, 6.208, -1.889)  0.441
O (-5.355, -3.954, -2.837)  -0.543
H (-1.112, 5.182, 3.464)  0.321
H (0.459, 1.173, -4.816)  0.355
H (-3.005, -6.239, 4.856)  0.344
C (3.429, 0.972, -3.414)  -0.941
C (-2.879, 3.537, 2.016)  -0.635
C (-0.208, 5.612, -1.493)  -0.819
C (0.764, -3.689, 2.834)  0.288
H (3.048, 0.889, -4.449)  0.396
H (2.336, 0.821, 1.332)  0.012
H (-3.952, 3.390, 2.059)  0.433
H (0.602, -1.999, -3.363)  -0.537
Se (-0.346, 0.378, 2.184)  -0.318
H (-0.584, 6.398, -2.129)  0.414
C (1.660, -1.790, -3.507)  0.191
C (-3.979, -1.807, -1.707)  -1.417
C (3.206, 3.995, 2.527)  -0.016
H (2.367, 4.587, 2.123)  0.077
C (-2.212, -2.120, -3.476)  -0.949
H (-4.658, -2.358, -1.046)  0.533
H (-2.661, 1.517, 1.216)  0.452
H (-0.532, 3.901, 4.602)  0.378
C (2.807, 2.518, 2.557)  -0.550
H (-2.956, -4.959, 6.080)  0.328
H (-2.334, -4.201, 4.100)  0.397
H (-3.011, 2.734, 0.010)  0.451
H (-4.634, -2.545, -4.201)  0.444
H (-1.515, -1.573, -2.865)  0.107
H (3.939, 2.506, -1.945)  0.096
H (3.062, -1.488, -5.156)  0.331
Se (-0.773, -3.883, -1.231)  -0.280
H (-0.361, -0.212, -4.193)  0.068
H (-3.858, -4.161, -4.203)  0.509
H (3.115, 2.085, 0.426)  0.163
C (-0.218, 0.849, -4.037)  -1.117
H (-2.815, -6.642, 6.609)  0.244
H (-2.643, 4.547, 1.648)  0.321
H (0.645, 2.080, -2.436)  -0.011
H (-2.665, -4.884, -2.446)  0.539
H (2.638, 2.953, -3.064)  0.238
C (1.171, 5.480, -1.384)  -0.872
H (-2.116, 4.853, -1.048)  0.475
N (-1.050, 2.623, 0.552)  1.417
C (4.424, 4.316, 1.716)  -1.356
H (-0.406, 0.747, -1.902)  -0.221
C (1.970, -1.616, -4.992)  -1.109
In (-1.100, -2.013, 0.461)  0.696
C (1.517, -3.003, 1.810)  1.626
H (-4.547, -1.123, -2.338)  0.460
H (-2.180, 2.257, 3.615)  0.099
H (4.268, 2.980, -3.603)  0.489

The calculation puts the HOMO energy at -7.696 eV.

---

Entry B
This record from the Open Molecules 2025 dataset describes a molecular structure, C35H56InN2O5SbSe3. The level of theory is ωB97M-V with the def2-TZVPD basis set.

Each line ends with the Mulliken charge.
Positions of all 103 atoms, in Å:
C (14.788, 21.848, 8.156)  -0.821
C (10.564, 11.775, 9.382)  0.620
C (10.014, 9.526, 9.822)  -0.859
O (14.595, 21.141, 6.906)  -0.385
C (16.287, 13.372, 11.881)  -1.690
H (15.780, 22.110, 8.347)  0.335
H (10.398, 13.979, 5.608)  0.599
C (17.575, 10.829, 7.941)  -1.081
H (16.414, 13.620, 15.320)  0.363
C (7.736, 14.286, 10.546)  -0.745
H (10.161, 14.929, 7.043)  0.185
H (13.795, 14.036, 12.710)  -0.244
C (10.838, 13.972, 12.183)  -1.232
N (11.028, 13.303, 10.904)  2.504
H (17.436, 11.837, 8.286)  0.222
H (8.922, 12.986, 12.830)  0.402
H (7.538, 15.043, 12.606)  0.399
C (14.292, 17.012, 6.733)  0.530
C (14.678, 19.810, 6.936)  0.866
H (7.377, 13.298, 10.827)  0.274
C (15.010, 18.909, 7.956)  -0.498
H (11.161, 12.016, 6.914)  0.455
H (11.155, 15.039, 11.984)  0.513
H (13.199, 10.730, 10.786)  -0.829
H (10.529, 10.217, 7.914)  0.503
H (6.915, 14.966, 10.307)  0.495
H (14.111, 8.831, 12.402)  0.446
C (14.207, 19.236, 5.717)  -0.952
H (7.514, 11.560, 6.249)  0.406
H (13.438, 17.494, 4.749)  0.259
H (8.481, 12.225, 4.898)  0.386
H (8.408, 13.157, 7.788)  -0.169
C (10.259, 11.067, 11.705)  -0.664
C (14.952, 17.539, 7.924)  -0.132
H (18.653, 10.539, 8.053)  0.352
H (9.959, 8.936, 11.839)  0.369
H (14.099, 13.907, 14.451)  0.688
H (8.472, 14.265, 9.754)  -0.130
O (14.320, 12.096, 13.323)  -0.612
H (12.903, 9.165, 10.090)  -0.569
C (14.575, 8.945, 11.434)  -1.304
H (16.614, 12.280, 14.049)  0.415
Se (15.027, 13.012, 10.344)  0.035
H (16.895, 8.796, 8.578)  0.482
H (13.011, 6.333, 7.890)  0.364
C (16.709, 9.853, 8.830)  -0.636
C (13.925, 15.636, 6.644)  1.415
H (16.845, 15.942, 12.787)  0.630
In (14.370, 15.365, 9.818)  0.519
C (10.020, 9.828, 11.207)  -1.019
C (10.279, 10.517, 8.900)  -0.802
Sb (14.582, 10.104, 8.432)  0.639
C (16.731, 13.373, 14.237)  -1.221
H (12.354, 15.259, 5.232)  0.307
H (8.898, 15.840, 11.712)  0.258
C (13.418, 15.027, 5.346)  -2.191
H (17.068, 14.001, 11.425)  0.505
H (15.439, 19.335, 8.861)  0.446
C (13.897, 17.901, 5.697)  -0.701
C (8.378, 14.856, 11.878)  -0.655
O (14.077, 14.786, 7.560)  -0.367
H (12.633, 7.563, 9.108)  0.309
C (10.034, 13.909, 6.613)  -0.472
H (15.711, 15.979, 14.181)  0.380
C (14.379, 13.563, 13.451)  -0.727
H (9.862, 8.480, 9.490)  0.412
C (9.341, 13.988, 12.734)  -0.775
C (15.913, 15.556, 13.188)  -1.503
C (11.217, 13.867, 9.706)  -1.668
H (12.412, 7.933, 7.376)  0.193
H (9.176, 11.312, 6.164)  0.322
O (18.056, 13.696, 14.162)  -0.526
C (13.722, 9.780, 10.447)  1.459
H (16.589, 12.389, 12.120)  0.563
Se (11.691, 15.700, 9.492)  -0.244
O (15.488, 16.734, 8.768)  -0.733
C (14.390, 8.032, 7.891)  -0.992
H (14.346, 21.276, 8.963)  0.334
H (9.521, 14.456, 13.675)  0.529
C (8.452, 12.045, 5.973)  -1.514
H (16.871, 10.035, 9.904)  0.227
N (11.021, 12.918, 8.751)  1.449
H (11.535, 13.551, 12.908)  0.138
H (12.089, 13.415, 7.104)  -0.347
H (7.929, 14.053, 6.361)  0.526
H (15.122, 7.501, 8.534)  0.394
H (13.878, 11.866, 12.432)  0.210
H (10.387, 11.287, 12.760)  0.512
C (13.039, 7.439, 8.132)  -1.050
H (13.999, 15.418, 4.548)  0.670
H (14.135, 22.734, 8.110)  0.266
H (14.651, 8.044, 6.850)  0.532
H (14.713, 7.926, 11.121)  0.414
H (13.514, 13.979, 5.405)  0.463
H (17.257, 10.810, 6.881)  0.313
H (18.124, 14.629, 14.263)  0.371
Se (14.469, 16.480, 12.230)  -0.237
H (15.529, 9.483, 11.531)  0.202
C (10.545, 12.039, 10.738)  0.183
H (13.996, 19.923, 4.936)  0.457
C (15.815, 13.952, 13.184)  2.237
C (8.666, 13.331, 6.751)  0.011
C (11.071, 13.045, 7.311)  -0.962

The calculation puts the HOMO energy at -7.431 eV.

---

List of relative energies, unit hartree: entry A 0.0000; entry B 0.0910

---

Entry A
This record from the Open Molecules 2025 dataset describes a single C3H4Si molecule. The level of theory is ωB97M-V with the def2-TZVPD basis set.

Each line ends with the Mulliken charge.
Positions of all 8 atoms, in Å:
C (0.215, -0.953, 0.155)  -0.253
C (0.659, 0.495, -0.291)  -0.493
H (1.384, 0.737, -1.079)  0.258
Si (-1.523, -1.494, -0.471)  0.051
H (0.576, -1.156, 1.110)  0.260
H (-1.334, 0.838, 0.353)  0.244
H (0.828, 1.208, 0.531)  0.180
C (-0.806, 0.324, -0.308)  -0.246

The calculation puts the HOMO energy at -8.934 eV.

---

Entry B
This record from the Open Molecules 2025 dataset describes 2 unconnected molecules or ions with the total composition C3H4Si. The level of theory is ωB97M-V with the def2-TZVPD basis set.

Each line ends with the Mulliken charge.
Positions of all 8 atoms, in Å:
H (2.277, 1.084, -1.744)  -0.031
C (-1.976, -0.095, -0.449)  -0.293
H (-2.583, -0.759, -0.992)  0.343
C (-1.356, 0.443, 0.464)  -0.508
H (1.264, -0.894, 1.519)  0.234
Si (1.851, 0.379, -0.551)  0.230
H (-0.906, 0.805, 1.344)  0.444
C (1.429, -0.963, 0.409)  -0.418

The calculation puts the HOMO energy at -8.246 eV. The SMILES is C#[SiH].C#C.

---

List of relative energies, unit hartree: entry A 0.0000; entry B 0.1294